{
  "formula": "C6HLuO6",
  "method": "the ωB97M-V functional and the def2-TZVPD basis",
  "lumo_ev": -10.54,
  "total_charge": 2,
  "e_tot_ev": -52121.2070,
  "gap_ev": 6.4,
  "species": ["Lu", "O", "O", "O", "O", "O", "O", "C", "C", "C", "C", "C", "C", "H"],
  "xyz": [[0.37, 0.50, -0.13], [-2.03, -0.37, 2.21], [-1.22, -2.62, -0.87], [-1.94, 1.82, -2.16], [1.06, 2.50, 2.73], [0.89, 1.24, -3.27], [1.46, -2.43, 1.72], [-0.82, -1.58, -0.62], [-1.33, 1.35, -1.29], [0.87, 1.81, 1.83], [1.21, 0.80, -2.26], [-1.21, -0.16, 1.43], [1.24, -1.58, 0.96], [1.45, -1.26, -0.30]]
}